Record 1
Here is 7 unconnected molecules or ions with the total composition C43H40Cl2N3O24 from the Open Molecules 2025 dataset. Energies are from ωB97M-V/def2-TZVPD.

```
112
Properties=species:S:1:pos:R:3:lowdin_charge:R:1
C 2.512 -1.611 -0.082 -0.0963
C 3.277 -0.213 -0.136 -0.1867
C 3.024 0.397 -1.572 -0.1352
N 2.280 1.681 -1.603 0.1456
C 1.134 1.932 -1.045 -0.2831
N 0.563 3.242 -1.234 0.1460
N 0.446 0.929 -0.317 0.0349
C -1.009 1.122 -0.337 -0.6842
Cl -1.497 2.132 1.096 0.6457
C -1.643 -0.311 -0.123 -0.6862
C -1.320 -1.161 -1.423 -0.0958
Cl -0.996 -1.131 1.365 0.6128
H 1.415 -1.482 0.037 0.0092
H 2.964 -2.222 0.725 0.0826
H 2.651 -2.098 -1.079 0.0802
H 2.888 0.435 0.686 0.1000
H 4.345 -0.423 0.035 0.1076
H 2.508 -0.306 -2.269 0.1231
H 4.034 0.567 -2.014 0.1245
H 2.695 2.434 -2.149 0.1719
H 0.868 3.583 -2.155 0.0852
H 0.973 3.904 -0.569 0.1272
H 0.778 1.027 0.652 0.1215
H -1.402 1.521 -1.292 0.1139
H -2.746 -0.267 -0.007 0.1031
H -0.505 -1.894 -1.223 0.0660
H -2.216 -1.665 -1.838 0.0834
H -0.976 -0.435 -2.205 0.0748
C -1.327 2.900 4.884 0.0692
C -2.549 3.128 5.370 -0.2240
C -2.879 2.872 6.804 -0.3097
O -3.998 3.112 7.206 0.1280
C -1.824 2.335 7.665 0.0864
C -0.603 2.104 7.176 -0.2244
C -0.269 2.385 5.750 -0.2961
O 0.863 2.176 5.344 0.0882
O 0.383 1.607 7.946 0.1143
O -3.540 3.599 4.593 0.1107
H -1.073 3.083 3.849 0.0988
H -2.079 2.138 8.697 0.1415
H 1.158 1.535 7.363 0.1168
H -4.314 3.677 5.179 0.1209
C -3.361 4.954 -5.789 0.0899
C -2.049 4.751 -5.655 -0.2282
C -1.456 4.318 -4.356 -0.3089
O -0.252 4.124 -4.282 0.0712
C -2.350 4.147 -3.213 0.0642
C -3.664 4.353 -3.346 -0.2235
C -4.262 4.760 -4.652 -0.3074
O -5.462 4.919 -4.730 0.1371
O -4.506 4.205 -2.311 0.1205
O -1.199 4.925 -6.686 0.1125
H -3.804 5.266 -6.725 0.1437
H -1.905 3.850 -2.272 0.1080
H -5.391 4.409 -2.665 0.1244
H -0.317 4.716 -6.336 0.1132
C -3.303 -5.277 2.898 0.0705
C -3.106 -4.920 1.629 -0.2407
C -4.147 -4.189 0.852 -0.3156
O -3.914 -3.866 -0.300 0.0924
C -5.417 -3.892 1.515 0.0786
C -5.617 -4.253 2.785 -0.2269
C -4.564 -4.961 3.571 -0.3092
O -4.780 -5.255 4.729 0.1268
O -6.776 -3.995 3.417 0.1139
O -1.949 -5.204 0.989 0.0668
H -2.553 -5.805 3.469 0.1435
H -6.171 -3.377 0.936 0.1368
H -6.666 -4.353 4.316 0.1200
H -2.057 -4.844 0.090 0.1148
C 4.484 4.297 2.981 0.0658
C 3.514 4.388 3.894 -0.2274
C 3.650 5.266 5.094 -0.3097
O 2.733 5.331 5.889 0.1226
C 4.897 6.012 5.261 0.0827
C 5.869 5.918 4.349 -0.2301
C 5.722 5.061 3.136 -0.3189
O 6.623 5.019 2.321 0.1091
O 7.026 6.592 4.480 0.1136
O 2.367 3.695 3.778 0.0763
H 4.396 3.666 2.107 0.1235
H 4.992 6.631 6.142 0.1403
H 7.554 6.357 3.697 0.1181
H 1.837 3.931 4.559 0.0841
C -2.458 -8.152 0.048 0.0790
C -3.493 -8.648 0.727 -0.2171
C -4.260 -9.828 0.233 -0.3122
O -5.185 -10.255 0.895 0.1209
C -3.859 -10.420 -1.045 0.0817
C -2.824 -9.922 -1.726 -0.2304
C -2.042 -8.757 -1.217 -0.3086
O -1.096 -8.345 -1.861 0.1112
O -2.437 -10.446 -2.905 0.1082
O -3.894 -8.102 1.895 0.0984
H -1.897 -7.299 0.401 0.1132
H -4.433 -11.264 -1.402 0.1391
H -1.674 -9.913 -3.188 0.1155
H -4.656 -8.637 2.182 0.1212
C 6.555 0.139 -6.787 0.0891
C 5.789 -0.503 -5.901 -0.2278
C 4.639 0.170 -5.230 -0.3104
O 3.954 -0.460 -4.440 0.0754
C 4.383 1.573 -5.549 0.0649
C 5.150 2.218 -6.432 -0.2264
C 6.284 1.537 -7.124 -0.3085
O 6.942 2.158 -7.932 0.1366
O 4.936 3.507 -6.740 0.1176
O 6.019 -1.789 -5.573 0.1137
H 7.389 -0.338 -7.281 0.1436
H 3.556 2.055 -5.044 0.1229
H 5.618 3.734 -7.398 0.1245
H 5.334 -2.019 -4.922 0.1144
```

The orbital gap comes out at 7.2 eV. The multiplicity is 1. The net charge is +1. As for the largest force on an atom: 2.61 eV/A. The value obtained for the HOMO energy is -11.0 eV.

***

Record 2
Here is a molecular structure, C43H41AsBr4N6O2P2S4SiZr from the Open Molecules 2025 dataset. Energies are from ωB97M-V/def2-TZVPD.

```
105
Properties=species:S:1:pos:R:3:lowdin_charge:R:1
Zr 0.786 0.767 1.422 1.1048
Br 5.566 4.803 4.698 0.6621
C 4.715 3.655 3.457 -0.7557
C 5.396 3.199 2.337 -0.7605
Br 7.192 3.712 2.022 0.6589
C 4.752 2.348 1.430 -0.6412
Br 5.620 1.629 -0.087 0.7548
C 3.443 1.947 1.639 -0.4688
O 2.799 1.080 0.886 -0.3753
C 2.754 2.396 2.802 -0.4269
O 1.554 1.902 2.990 -0.3148
C 3.391 3.257 3.683 -0.6333
Br 2.411 3.784 5.205 0.7629
N -2.041 -1.294 2.971 0.1455
C -1.258 -0.806 3.944 -0.5023
N -1.810 -0.683 5.155 0.1826
C -0.972 -0.297 6.101 -0.4494
N -1.490 -0.054 7.341 0.1391
N 0.355 -0.177 5.971 0.1830
C 0.794 -0.303 4.729 -0.2664
N 0.034 -0.525 3.655 0.0931
C 2.270 -0.233 4.537 -0.2209
C 3.102 0.174 5.569 -0.0251
C 4.464 0.245 5.323 -0.0561
C 4.938 -0.104 4.072 -0.0416
C 4.022 -0.499 3.105 -0.1315
N 2.716 -0.562 3.329 0.1095
H -1.728 -1.184 2.016 0.0294
H -3.031 -1.218 3.134 0.1033
H -2.476 0.142 7.355 0.0912
H -0.906 0.507 7.938 0.0914
H 2.671 0.456 6.517 0.1004
H 5.141 0.596 6.093 0.1074
H 5.989 -0.036 3.823 0.1091
H 4.342 -0.744 2.099 0.1022
C -1.104 -0.502 -3.601 -0.4154
C -2.459 0.019 -3.103 -0.4171
P -2.873 -0.578 -1.394 1.0706
C -4.390 0.392 -1.050 -0.4094
C -4.750 0.532 0.287 -0.1346
C -5.860 1.276 0.655 -0.0872
C -6.623 1.905 -0.317 -0.1022
C -6.268 1.787 -1.653 -0.0986
C -5.159 1.038 -2.015 -0.1282
C -3.607 -2.219 -1.841 -0.3547
C -4.795 -2.378 -2.556 -0.0908
C -5.269 -3.641 -2.877 -0.1018
C -4.562 -4.773 -2.489 -0.1128
C -3.384 -4.631 -1.772 -0.0921
C -2.917 -3.364 -1.445 -0.1040
P 0.261 0.371 -2.691 1.0498
C 1.774 -0.459 -3.303 -0.4109
C 2.941 -0.192 -2.585 -0.0959
C 4.135 -0.810 -2.924 -0.0865
C 4.178 -1.714 -3.978 -0.1042
C 3.022 -1.987 -4.697 -0.1017
C 1.829 -1.360 -4.362 -0.1118
C 0.299 1.904 -3.707 -0.3578
C 1.028 2.043 -4.888 -0.0940
C 0.960 3.218 -5.623 -0.1104
C 0.157 4.268 -5.189 -0.1094
C -0.566 4.139 -4.014 -0.0767
C -0.488 2.968 -3.271 -0.1568
H -1.014 -0.337 -4.678 0.0757
H -1.018 -1.579 -3.424 0.0587
H -3.250 -0.270 -3.800 0.0707
H -2.451 1.113 -3.047 0.0587
H -4.114 0.104 1.051 0.0548
H -6.099 1.402 1.703 0.1004
H -7.472 2.514 -0.032 0.0932
H -6.840 2.303 -2.414 0.0944
H -4.879 0.989 -3.060 0.0916
H -5.362 -1.503 -2.851 0.0928
H -6.197 -3.744 -3.427 0.0929
H -4.933 -5.760 -2.739 0.0906
H -2.828 -5.505 -1.455 0.0982
H -2.005 -3.261 -0.868 0.0663
H 2.911 0.484 -1.734 0.0848
H 5.026 -0.600 -2.345 0.0783
H 5.107 -2.210 -4.233 0.0910
H 3.047 -2.696 -5.516 0.0917
H 0.932 -1.590 -4.925 0.0938
H 1.663 1.236 -5.234 0.0912
H 1.540 3.317 -6.534 0.0885
H 0.111 5.187 -5.762 0.0892
H -1.183 4.948 -3.642 0.1007
H -1.040 2.907 -2.338 -0.0359
S -1.089 5.054 2.190 -0.1827
As -1.291 3.479 0.824 -0.4677
S 0.682 2.873 0.000 0.0629
S -1.577 1.537 1.912 0.0067
S -2.787 3.619 -0.668 -0.0771
C 0.715 -2.743 -1.110 -0.2708
Si 1.017 -2.067 0.655 0.4390
C 2.789 -2.745 0.909 -0.2705
C 0.006 -3.340 1.676 -0.2826
H 0.588 -3.832 -1.057 0.0235
H 1.578 -2.546 -1.748 0.0043
H -0.163 -2.324 -1.603 -0.0398
H 2.838 -3.761 0.500 0.0165
H 3.071 -2.786 1.962 -0.0028
H 3.526 -2.136 0.377 0.0072
H 0.389 -4.340 1.438 0.0136
H -1.060 -3.332 1.436 -0.0084
H 0.102 -3.188 2.754 0.0002
```

The orbital gap comes out at 5.8 eV. The multiplicity is 1. The net charge is -2. As for the largest force on an atom: 0.52 eV/A. The value obtained for the HOMO energy is -2.1 eV. Its energy above the lowest of the compared OMol25 structures with the same formula, charge and spin is 0.00 kcal per mole.

***

Record 3
Here is a molecular structure, C43H41BrF5N8OS4TeY from the Open Molecules 2025 dataset. Energies are from ωB97M-V/def2-TZVPD.

```
105
Properties=species:S:1:pos:R:3:lowdin_charge:R:1
Y 1.336 -0.334 -2.544 1.2581
N 0.906 -1.851 -0.941 -0.4031
S 1.094 -2.341 0.415 0.7658
N -0.182 -2.090 1.425 -0.3489
S -0.449 -0.734 2.109 0.8922
N -0.148 0.635 1.444 -0.3472
S -0.639 1.212 -0.005 0.7786
N 0.255 1.064 -1.153 -0.3864
C -0.906 2.904 0.449 -0.3200
C -1.212 3.304 1.742 -0.0711
C -1.417 4.653 1.991 -0.0467
C -1.311 5.577 0.959 -0.0442
C -0.999 5.162 -0.329 -0.0562
C -0.795 3.816 -0.592 -0.0681
C -2.264 0.544 -0.292 -0.3370
C -2.334 -0.602 -1.073 -0.0841
C -3.579 -1.116 -1.405 -0.0414
C -4.732 -0.489 -0.951 -0.0463
C -4.648 0.641 -0.149 -0.0547
C -3.409 1.168 0.188 -0.0649
C -2.144 -0.861 2.588 -0.3161
C -2.963 -1.826 2.027 -0.0577
C -4.304 -1.835 2.382 -0.0450
C -4.797 -0.900 3.281 -0.0405
C -3.955 0.056 3.840 -0.0413
C -2.615 0.081 3.495 -0.0596
C 0.444 -0.624 3.634 -0.3220
C 0.359 -1.735 4.466 -0.0544
C 1.029 -1.709 5.676 -0.0419
C 1.773 -0.589 6.033 -0.0413
C 1.849 0.507 5.187 -0.0468
C 1.175 0.502 3.974 -0.0597
C 1.250 -4.094 0.566 -0.3304
C 2.391 -4.632 -0.022 -0.0683
C 2.544 -6.007 -0.045 -0.0421
C 1.558 -6.823 0.499 -0.0443
C 0.423 -6.270 1.075 -0.0497
C 0.260 -4.892 1.115 -0.0555
C 2.493 -1.697 1.310 -0.3348
C 3.106 -2.433 2.315 -0.0471
C 4.140 -1.854 3.034 -0.0423
C 4.547 -0.558 2.750 -0.0509
C 3.918 0.172 1.749 -0.0614
C 2.885 -0.397 1.022 -0.1268
H -1.282 2.576 2.538 0.0913
H -1.653 4.985 2.993 0.1171
H -1.467 6.628 1.163 0.1185
H -0.910 5.887 -1.127 0.1186
H -0.544 3.472 -1.587 0.1015
H -1.433 -1.098 -1.410 0.0767
H -3.644 -1.997 -2.028 0.1222
H -5.702 -0.879 -1.229 0.1194
H -5.549 1.126 0.204 0.1207
H -3.344 2.064 0.791 0.1155
H -2.563 -2.546 1.329 0.1089
H -4.962 -2.580 1.956 0.1219
H -5.842 -0.920 3.558 0.1200
H -4.340 0.771 4.553 0.1195
H -1.946 0.807 3.942 0.1154
H -0.218 -2.603 4.171 0.1239
H 0.971 -2.559 6.341 0.1198
H 2.295 -0.573 6.981 0.1192
H 2.430 1.374 5.470 0.1187
H 1.224 1.345 3.300 0.1089
H 3.147 -3.987 -0.453 0.0844
H 3.427 -6.442 -0.492 0.1186
H 1.676 -7.898 0.472 0.1180
H -0.339 -6.911 1.496 0.1162
H -0.615 -4.451 1.571 0.0984
H 2.788 -3.445 2.531 0.1245
H 4.631 -2.420 3.814 0.1198
H 5.360 -0.115 3.311 0.1171
H 4.231 1.187 1.539 0.1137
H 2.367 0.173 0.262 0.0595
N 3.221 1.365 -2.211 -0.0252
N 4.564 0.979 -2.098 -0.0520
C 4.928 -0.328 -2.099 -0.8175
N 6.242 -0.551 -2.138 0.1314
S 3.836 -1.598 -1.986 0.7315
H 3.072 1.784 -3.130 0.0906
H 3.005 2.048 -1.492 0.1098
H 5.250 1.673 -2.358 0.1604
H 6.925 0.187 -2.193 0.1237
H 6.566 -1.502 -2.185 0.1131
C -4.095 4.131 -2.622 -0.0261
C -3.216 3.448 -3.630 -0.2401
C -3.016 3.957 -4.909 -0.0059
C -2.222 3.266 -5.805 -0.0867
C -1.656 2.079 -5.370 -0.7047
Br -0.703 1.041 -6.643 0.9118
N -1.787 1.578 -4.162 0.0580
C -2.565 2.261 -3.319 -0.1014
H -4.792 4.813 -3.106 0.0868
H -3.504 4.710 -1.909 0.0704
H -4.675 3.403 -2.053 0.0769
H -3.495 4.880 -5.212 0.1270
H -2.061 3.619 -6.813 0.1086
H -2.697 1.823 -2.339 0.0872
F 1.437 1.070 -4.458 -0.5179
Te 1.995 -0.454 -5.716 1.7716
F 1.036 -1.022 -7.196 -0.4209
F 3.448 -0.079 -4.533 -0.4209
F 3.186 -1.759 -6.227 -0.3260
F 2.619 0.889 -6.784 -0.3146
O 1.026 -1.387 -4.501 -0.6418
```

The orbital gap comes out at 7.6 eV. The multiplicity is 1. The net charge is +2. As for the largest force on an atom: 0.79 eV/A. The value obtained for the HOMO energy is -13.1 eV. Its energy above the lowest of the compared OMol25 structures with the same formula, charge and spin is 44.06 kcal per mole.

***

Record 4
Here is a molecular structure, C43H41BrF5N8OS4TeY from the Open Molecules 2025 dataset. Energies are from ωB97M-V/def2-TZVPD.

```
105
Properties=species:S:1:pos:R:3:lowdin_charge:R:1
Y -0.995 -1.193 -2.099 1.1125
N 1.077 -1.556 -0.849 -0.4096
S 1.894 -0.883 0.184 0.8134
N 1.058 -0.324 1.480 -0.3478
S 0.776 1.120 1.965 0.8985
N -0.041 2.114 1.109 -0.3566
S -1.325 1.670 0.204 0.7679
N -1.159 0.617 -0.787 -0.3961
C -2.589 1.300 1.404 -0.3035
C -2.591 0.001 1.897 -0.1054
C -3.502 -0.342 2.881 -0.0631
C -4.420 0.599 3.339 -0.0527
C -4.419 1.886 2.823 -0.0465
C -3.491 2.249 1.856 -0.0423
C -1.765 3.264 -0.424 -0.3268
C -1.208 4.449 0.040 -0.0590
C -1.643 5.647 -0.506 -0.0471
C -2.626 5.651 -1.488 -0.0430
C -3.185 4.459 -1.932 -0.0454
C -2.755 3.255 -1.399 -0.0857
C -0.012 0.826 3.523 -0.3369
C 0.073 -0.413 4.138 -0.0666
C -0.544 -0.580 5.369 -0.0468
C -1.229 0.476 5.954 -0.0408
C -1.298 1.713 5.322 -0.0393
C -0.680 1.900 4.098 -0.0527
C 2.202 2.087 2.377 -0.3001
C 2.910 1.741 3.521 -0.0620
C 4.045 2.465 3.842 -0.0393
C 4.447 3.522 3.033 -0.0352
C 3.710 3.869 1.909 -0.0415
C 2.572 3.153 1.572 -0.0639
C 3.016 -2.009 0.972 -0.3167
C 3.334 -3.157 0.263 -0.0493
C 4.218 -4.066 0.828 -0.0375
C 4.773 -3.818 2.075 -0.0445
C 4.449 -2.658 2.771 -0.0501
C 3.566 -1.746 2.220 -0.0803
C 2.886 0.485 -0.384 -0.3338
C 2.257 1.363 -1.257 -0.0978
C 2.999 2.394 -1.808 -0.0462
C 4.346 2.528 -1.497 -0.0467
C 4.960 1.634 -0.629 -0.0442
C 4.233 0.595 -0.069 -0.0460
H -1.873 -0.719 1.523 0.0951
H -3.502 -1.343 3.292 0.1124
H -5.138 0.325 4.100 0.1157
H -5.138 2.613 3.174 0.1180
H -3.484 3.255 1.457 0.1173
H -0.444 4.429 0.804 0.1000
H -1.215 6.579 -0.164 0.1171
H -2.961 6.591 -1.907 0.1183
H -3.957 4.468 -2.689 0.1181
H -3.186 2.315 -1.717 0.0734
H 0.604 -1.223 3.659 0.1070
H -0.486 -1.536 5.872 0.1171
H -1.710 0.338 6.913 0.1188
H -1.830 2.533 5.785 0.1211
H -0.721 2.856 3.592 0.1235
H 2.568 0.946 4.173 0.1155
H 4.605 2.217 4.734 0.1198
H 5.332 4.087 3.292 0.1199
H 4.019 4.700 1.289 0.1216
H 1.987 3.407 0.701 0.1012
H 2.902 -3.336 -0.712 0.0795
H 4.476 -4.965 0.286 0.1199
H 5.465 -4.528 2.507 0.1176
H 4.885 -2.466 3.742 0.1156
H 3.311 -0.840 2.747 0.0876
H 1.218 1.224 -1.523 0.0791
H 2.529 3.077 -2.503 0.1208
H 4.927 3.320 -1.951 0.1178
H 6.014 1.731 -0.404 0.1198
H 4.715 -0.124 0.578 0.1146
N -1.371 -3.213 -0.561 -0.0276
N -2.539 -3.446 0.171 -0.0582
C -3.684 -2.797 -0.161 -0.8477
N -4.781 -3.201 0.487 0.1184
S -3.763 -1.538 -1.269 0.6640
H -1.156 -4.004 -1.165 0.1089
H -0.573 -3.076 0.058 0.0876
H -2.593 -4.307 0.697 0.1579
H -4.784 -3.962 1.146 0.1200
H -5.654 -2.749 0.275 0.1087
C -2.180 -4.776 -6.738 -0.0230
C -2.355 -3.419 -6.121 -0.2212
C -2.934 -2.361 -6.814 0.0189
C -3.034 -1.107 -6.232 -0.0609
C -2.548 -0.981 -4.953 -0.7028
Br -2.575 0.690 -4.050 0.8525
N -2.010 -1.960 -4.247 -0.0744
C -1.907 -3.159 -4.835 -0.0739
H -2.982 -4.994 -7.441 0.0891
H -2.165 -5.557 -5.980 0.0856
H -1.236 -4.824 -7.283 0.0988
H -3.304 -2.511 -7.821 0.1344
H -3.467 -0.266 -6.754 0.1177
H -1.424 -3.934 -4.253 0.1189
F 1.138 -2.928 -4.879 -0.3616
Te 1.848 -1.959 -3.436 1.8569
F 3.291 -1.273 -2.438 -0.3503
F 2.979 -1.427 -4.804 -0.3416
F 2.636 -3.560 -2.937 -0.3262
F 0.196 -3.038 -2.697 -0.4990
O 0.695 -0.584 -3.460 -0.6365
```

The orbital gap comes out at 8.4 eV. The multiplicity is 1. The net charge is +2. As for the largest force on an atom: 1.55 eV/A. The value obtained for the HOMO energy is -13.6 eV. Its energy above the lowest of the compared OMol25 structures with the same formula, charge and spin is 20.55 kcal per mole.

***

- The highest orbital gap belongs to which entry?
  number 4